Record 1
Entry from OMol25: a single C6H11FO3S molecule (the ωB97M-V functional and the def2-TZVPD basis).

CARTESIAN COORDINATES (ANGSTROEM)
O  -0.7157  -1.7939  1.2733
S  0.2044  -0.7003  1.3525
O  1.4949  -0.8628  1.9353
O  -0.4787  0.4878  2.1521
C  -1.7927  0.8721  1.6710
C  -1.6838  1.4690  0.2803
C  -1.0437  0.4994  -0.7110
C  0.3457  0.0376  -0.2626
C  1.0027  -0.9529  -1.2307
C  2.5132  -0.8525  -1.1887
F  3.0547  -1.7654  -2.0800
H  -2.1520  1.5955  2.3989
H  -2.4340  -0.0114  1.6861
H  -1.0974  2.3910  0.3301
H  -2.6882  1.7438  -0.0504
H  -0.9413  0.9757  -1.6886
H  -1.6810  -0.3795  -0.8443
H  0.9909  0.9067  -0.0951
H  0.6473  -0.7425  -2.2420
H  0.7046  -1.9776  -0.9964
H  2.8506  0.1411  -1.4943
H  2.8996  -1.0810  -0.1955

Its LUMO energy is 0.68 eV. As for the total energy: -26095.4985 eV. The value obtained for the strongest force on any atom is 0.2 eV Å⁻¹. For the HOMO energy, the calculation gives -11.191 eV. Its SMILES is O=S1(=O)OCCC[C@@H]1CCF. The value obtained for the HOMO-LUMO gap is 11.9 eV. As for the energy above the lowest of the compared OMol25 structures with the same formula, charge and spin: 0.0000 eV.


Record 2
Entry from OMol25: a single CH3NO3 molecule at a distorted geometry (the ωB97M-V functional and the def2-TZVPD basis).

CARTESIAN COORDINATES (ANGSTROEM)
C  -1.1516  0.4848  0.2047
N  0.2305  -0.1982  -0.4705
O  -2.2047  -0.0293  0.1441
O  0.3803  -1.4916  -0.0721
O  1.4084  0.5433  -0.1834
H  -0.6490  1.4106  0.6485
H  0.8379  -1.9680  -0.8135
H  1.1482  1.2484  0.5422

The expectation value of S² is 2.006. Its LUMO energy (alpha / beta) is 0.48 / -2.85 eV. As for the total energy: -8710.1256 eV. The value obtained for the strongest force on any atom is 5.8 eV Å⁻¹. For the HOMO energy (alpha / beta), the calculation gives -5.555 / -10.675 eV. The value obtained for the HOMO-LUMO gap (alpha / beta) is 6.0 / 7.8 eV. Its spin multiplicity is 3. As for the energy above the lowest of the compared OMol25 structures with the same formula, charge and spin: 1.7777 eV.


Record 3
Entry from OMol25: 8 unconnected molecules or ions with the total composition C71H111F3N12O3PS at a distorted geometry (the ωB97M-V functional and the def2-TZVPD basis).

CARTESIAN COORDINATES (ANGSTROEM)
C  3.2940  -2.6459  -2.0709
C  3.3012  -3.6121  -3.2293
N  2.0739  -3.7702  -3.9988
C  1.7673  -3.0095  -5.1421
C  0.6362  -3.5386  -5.6861
N  0.1302  -4.4750  -4.8039
C  1.0332  -4.5824  -3.8091
C  -1.1149  -5.3205  -5.0036
H  4.2737  -2.5845  -1.5701
H  2.5408  -3.0233  -1.3982
H  2.9571  -1.6326  -2.2696
H  3.4630  -4.5613  -2.7758
H  4.0667  -3.4111  -3.9671
H  2.4980  -2.3245  -5.4914
H  0.2326  -3.3302  -6.6611
H  1.0089  -5.2875  -2.9719
H  -0.8988  -6.0501  -5.7786
H  -1.8672  -4.6872  -5.4671
H  -1.4552  -5.8491  -4.1050
C  2.4160  7.0141  -0.5641
C  2.5155  5.5548  -0.8094
N  3.9464  5.1273  -0.5794
C  5.0095  5.6114  -1.2557
C  6.0686  4.9280  -0.8080
N  5.6440  4.0276  0.1545
C  4.3130  4.1565  0.2975
C  6.5504  3.1128  0.9209
H  3.0638  7.4786  -1.3203
H  2.8761  7.2448  0.4208
H  1.4266  7.4383  -0.6230
H  2.3075  5.3581  -1.8415
H  1.9272  4.9433  -0.1457
H  5.0523  6.3708  -2.0402
H  7.1157  5.0447  -1.0456
H  3.5846  3.6847  0.9180
H  5.9657  2.4814  1.5857
H  7.3142  3.6450  1.4810
H  7.1070  2.5001  0.2282
C  -2.0534  -1.2469  4.3381
C  -2.0305  0.0297  5.0843
N  -0.9378  0.1774  6.0908
C  0.4121  -0.0211  5.9843
C  0.9017  -0.1038  7.2605
N  -0.1280  0.0881  8.1286
C  -1.2715  0.2226  7.3521
C  0.0054  0.1062  9.6206
H  -1.7267  -1.9967  5.0735
H  -1.3104  -1.3386  3.5610
H  -3.0343  -1.5238  3.9437
H  -2.9220  0.2288  5.6856
H  -1.8059  0.8844  4.4530
H  0.8607  -0.1801  5.0515
H  1.8919  -0.2416  7.6296
H  -2.2925  0.2706  7.7002
H  -0.8311  -0.4037  10.1154
H  0.0974  1.1281  10.0194
H  0.9349  -0.4299  9.8174
C  -1.2860  -2.6485  -0.9048
C  -2.6648  -2.3180  -1.2851
C  -3.7406  -3.2896  -0.6939
C  -5.1748  -2.8578  -0.8849
P  -6.6063  -3.8544  -0.2882
C  -7.2715  -2.8389  1.0849
C  -6.2469  -2.7469  2.2256
C  -6.6370  -1.7302  3.3116
C  -6.6857  -0.3034  2.8495
C  -7.6834  -3.8267  -1.6951
C  -7.1535  -4.6380  -2.9347
C  -7.3813  -3.8704  -4.2725
C  -8.8219  -3.6825  -4.7865
C  -6.2225  -5.4646  0.3593
C  -7.5280  -6.1481  0.8344
C  -7.1738  -7.4792  1.5335
C  -6.6902  -8.4854  0.4615
H  -1.2998  -2.7051  0.1801
H  -0.5945  -1.8205  -1.0831
H  -0.8359  -3.5738  -1.2772
H  -2.8345  -2.2875  -2.3670
H  -3.0000  -1.3383  -0.8917
H  -3.5001  -3.5538  0.3462
H  -3.5770  -4.2297  -1.2408
H  -5.4066  -2.5772  -1.9265
H  -5.2835  -1.9243  -0.3367
H  -8.1278  -3.3639  1.4637
H  -7.5819  -1.8275  0.7529
H  -5.3179  -2.5104  1.7111
H  -6.0783  -3.7059  2.7343
H  -5.8601  -1.8769  4.0353
H  -7.5481  -1.9768  3.8260
H  -7.6805  -0.0368  2.4749
H  -5.9589  -0.0086  2.0095
H  -6.6264  0.4332  3.6764
H  -7.9354  -2.7773  -1.8696
H  -8.6435  -4.2365  -1.3156
H  -7.7233  -5.5521  -2.9234
H  -6.1006  -4.9298  -2.9401
H  -6.7807  -4.5641  -4.8581
H  -6.8580  -2.8822  -4.3250
H  -8.9557  -3.9074  -5.8470
H  -9.1474  -2.6375  -4.6719
H  -9.5059  -4.3055  -4.2092
H  -5.5082  -5.3685  1.1761
H  -5.8617  -6.0867  -0.4642
H  -8.2828  -6.3702  0.0352
H  -8.0147  -5.4746  1.5355
H  -8.0995  -7.8603  1.9747
H  -6.4020  -7.3789  2.3043
H  -5.6587  -8.2575  0.1701
H  -7.3219  -8.3072  -0.4133
H  -6.7165  -9.5333  0.7713
C  -3.4512  1.8650  0.5881
N  -3.5362  1.6395  -0.8357
C  -2.4111  1.3568  -1.4850
C  -2.3523  1.0731  -2.8330
C  -3.5717  1.0529  -3.5729
C  -4.7507  1.2578  -2.9204
C  -4.6998  1.5747  -1.5393
C  -3.4978  0.8643  -5.0489
C  -4.2882  -0.0858  -5.6859
C  -4.2659  -0.0934  -7.0923
N  -3.4823  0.7067  -7.8451
C  -2.7078  1.5988  -7.2065
C  -2.6839  1.7517  -5.8090
C  -3.5552  0.6988  -9.2879
H  -2.6457  2.5590  0.8126
H  -3.2518  0.8814  1.0056
H  -4.4044  2.2562  0.9483
H  -1.5363  1.3140  -0.8647
H  -1.4234  0.8155  -3.3208
H  -5.6717  1.3102  -3.4560
H  -5.5842  1.8204  -0.9441
H  -4.9423  -0.7579  -5.1459
H  -4.7722  -0.8701  -7.6721
H  -2.1110  2.2862  -7.7992
H  -2.1239  2.5496  -5.3133
H  -4.0447  1.5773  -9.6582
H  -4.0352  -0.1946  -9.6699
H  -2.5337  0.7241  -9.6638
C  -1.0591  6.2673  3.6960
N  0.2566  5.7146  4.0034
C  0.3571  4.5475  4.6739
C  1.6284  4.1244  5.0628
C  2.7618  4.8806  4.6948
C  2.6329  6.0005  3.9024
C  1.3344  6.3888  3.5508
C  4.0940  4.4641  5.1432
C  5.0124  5.4429  5.4977
C  6.2620  5.0992  6.0930
N  6.6191  3.8137  6.2960
C  5.7955  2.8635  5.8268
C  4.5291  3.1570  5.2970
C  7.8283  3.5334  7.0721
H  -1.8679  5.6427  4.0594
H  -1.1394  6.4785  2.6467
H  -1.1382  7.2186  4.1903
H  -0.5811  4.2138  5.0742
H  1.7340  3.1682  5.5575
H  3.4918  6.5870  3.6037
H  1.1093  7.2507  2.9738
H  4.7553  6.5023  5.5442
H  6.8175  5.9271  6.4540
H  6.0505  1.8378  5.9434
H  4.0564  2.3650  4.7537
H  8.6692  4.0970  6.6666
H  8.0231  2.4705  6.9969
H  7.7586  3.8113  8.1165
C  12.2284  -1.1968  -0.7995
N  10.9078  -0.6211  -1.2337
C  10.7901  0.5188  -1.9497
C  9.5242  0.9624  -2.3473
C  8.3681  0.2519  -2.0351
C  8.4878  -0.9010  -1.2622
C  9.8202  -1.2945  -0.8633
C  7.0464  0.7265  -2.4417
C  5.9409  0.6737  -1.5734
C  4.7059  1.1733  -1.9848
N  4.5868  1.7474  -3.1842
C  5.6095  1.8017  -4.0632
C  6.8443  1.2844  -3.6951
C  3.3194  2.4150  -3.5481
H  12.6324  -1.7567  -1.6029
H  12.1233  -1.8582  0.0673
H  12.8544  -0.3309  -0.5565
H  11.6877  1.1376  -2.0844
H  9.4607  1.8299  -2.9947
H  7.6812  -1.5583  -0.9721
H  9.9003  -2.1651  -0.2072
H  6.0492  0.2246  -0.6096
H  3.7955  1.0969  -1.3790
H  5.4477  2.2960  -5.0012
H  7.6488  1.4553  -4.4302
H  3.4883  3.4721  -3.6696
H  2.5958  2.1328  -2.7940
H  2.9089  2.0471  -4.4838
C  2.1918  0.1088  1.5176
F  3.5156  0.2249  1.4079
F  1.7303  -0.6435  0.5344
F  1.9349  -0.3817  2.7396
S  1.4554  1.6832  1.2135
O  1.7966  1.8043  -0.2108
O  0.0329  1.4264  1.5064
O  2.1234  2.6324  2.1000

Its LUMO energy is -17.27 eV. Its total charge is +9. As for the total energy: -127621.3756 eV. The value obtained for the strongest force on any atom is 3.2 eV Å⁻¹. For the HOMO energy, the calculation gives -23.488 eV. The value obtained for the HOMO-LUMO gap is 6.2 eV.


Record 4
Entry from OMol25: 2 unconnected molecules or ions with the total composition C4H13N2O2 at a distorted geometry (the ωB97M-V functional and the def2-TZVPD basis).

CARTESIAN COORDINATES (ANGSTROEM)
C  -0.1180  0.9419  1.4040
N  -0.5877  -0.4152  1.1920
C  -1.9664  -0.4257  0.6212
O  -2.0073  -0.0821  -0.6849
C  1.3967  0.9941  1.3328
N  1.8357  0.8584  -0.0771
C  2.8378  -0.1683  -0.3560
H  -0.5335  1.6229  0.6447
H  -0.4671  1.3366  2.3662
H  -0.0190  -0.8323  0.4590
H  -2.3391  -1.4626  0.8214
H  -2.5793  0.2428  1.2705
H  1.7281  1.9779  1.6623
H  1.8451  0.2415  1.9849
H  1.0078  0.7258  -0.6419
H  2.4476  -0.9542  -1.0042
H  3.7391  0.3031  -0.7446
H  3.1410  -0.6652  0.5773
H  -1.7506  -1.1348  -1.9534
H  -0.8980  -0.5801  -3.0746
O  -1.4397  -1.3572  -2.8860

Its LUMO energy is 3.77 eV. Its total charge is -1. As for the total energy: -11433.9758 eV. The value obtained for the strongest force on any atom is 1.1 eV Å⁻¹. For the HOMO energy, the calculation gives -3.378 eV. The value obtained for the HOMO-LUMO gap is 7.2 eV. As for the energy above the lowest of the compared OMol25 structures with the same formula, charge and spin: 0.7611 eV.